Here is a cluster of 4 separate species, C51H84Br2ClN5O5 in total from the OMol25 dataset. Energies are from ωB97M-V with the def2-TZVPD basis set.

```
! RIJCOSX wB97M-V def2-TZVPD def2/J DEFGRID3
* xyz 1 4
C -0.7376 0.8471 3.2479
C 0.1312 0.0124 3.2557
C 1.2603 -0.9915 3.1907
C 0.6220 -2.4316 3.2752
N 0.8066 -3.0015 1.9165
N 0.1233 -2.4494 0.8278
C -1.0307 -2.9344 0.6904
O -1.9854 -3.4827 0.3902
C 1.6229 -3.9912 1.8510
C 2.1086 -4.8041 0.6622
Br 0.6579 -5.5713 -0.4042
C 3.1409 -3.9998 -0.2029
C 2.5098 -2.8354 -1.0127
Br 4.5164 -3.1642 0.9654
C 2.1061 -4.2662 3.2939
C 1.1882 -3.4723 4.3111
C -0.0732 -4.3947 4.5482
C 0.1299 -5.4956 5.6288
C -1.1644 -5.5376 6.5074
Cl -1.0719 -4.3621 7.8762
C 1.8668 -2.9195 5.5837
C 3.3620 -3.3004 5.7666
C 3.6258 -4.7895 6.0876
O 3.7981 -2.5442 6.9013
C 5.1569 -2.1269 6.7792
C 5.2009 -0.6348 6.3966
C 4.6545 -0.2155 5.1586
C 4.6761 1.1522 4.7549
C 5.2663 2.0923 5.6357
C 5.8256 1.7003 6.8822
C 5.8067 0.3333 7.2490
H -1.4915 1.5278 2.8798
H 2.0377 -0.7923 3.9389
H 1.7068 -0.8406 2.1918
H -0.4670 -2.2837 3.3709
H 2.6763 -5.6619 1.0567
H 3.7028 -4.6898 -0.8475
H 1.5083 -3.0812 -1.3975
H 2.3786 -1.9948 -0.3055
H 3.1818 -2.4549 -1.7956
H 2.1331 -5.3657 3.3834
H 3.1679 -3.9554 3.2270
H -0.3795 -4.8812 3.6039
H -0.8799 -3.7082 4.8668
H 0.9798 -5.3222 6.2984
H 0.2201 -6.5057 5.1989
H -1.3992 -6.5553 6.8552
H -2.0398 -5.2272 5.9111
H 1.8270 -1.8168 5.6509
H 1.3478 -3.2722 6.4941
H 3.9732 -2.9824 4.8994
H 2.9914 -5.1912 6.8906
H 4.6781 -4.8732 6.4131
H 3.5290 -5.4601 5.2118
H 5.6238 -2.1939 7.7801
H 5.7553 -2.7615 6.1050
H 4.1958 -0.9230 4.4595
H 4.2573 1.4621 3.7951
H 5.3072 3.1564 5.3758
H 6.2777 2.4250 7.5630
H 6.2390 -0.0409 8.1819
C -6.7403 -0.4778 -3.2381
C -5.8994 0.4584 -2.3387
C -4.4682 -0.0819 -2.2198
C -4.3563 -1.3076 -1.3160
C -4.9911 -1.0400 0.0467
C -6.4284 -0.5170 -0.0489
N -6.5579 0.6133 -1.0096
O -6.0731 1.6866 -0.4385
C -7.3744 -1.6676 -0.4485
C -6.9016 -0.1231 1.3564
C -5.8580 1.7824 -3.1123
H -7.8077 -0.3460 -3.0560
H -6.5715 -0.2615 -4.2931
H -6.4938 -1.5319 -3.1145
H -3.8099 0.6988 -1.8234
H -4.0822 -0.3297 -3.2111
H -4.8205 -2.1779 -1.7889
H -3.3013 -1.5631 -1.1825
H -4.9686 -1.9563 0.6429
H -4.3684 -0.3130 0.5806
H -8.3827 -1.2962 -0.6374
H -7.4437 -2.4014 0.3560
H -7.0464 -2.2243 -1.3233
H -6.2530 0.6180 1.8228
H -6.9038 -0.9955 2.0110
H -7.9167 0.2765 1.3304
H -6.8583 2.2070 -3.2171
H -5.4565 1.6199 -4.1137
H -5.2174 2.5250 -2.6376
C -4.9475 -1.9025 -7.7859
C -4.3539 -0.5004 -7.5151
C -5.4484 0.5619 -7.6740
C -5.8275 0.8291 -9.1289
C -4.5878 1.1420 -9.9641
C -3.4881 0.0815 -9.8338
N -3.1906 -0.2571 -8.4132
O -2.4811 0.7175 -7.9021
C -3.8959 -1.1872 -10.6100
C -2.2376 0.5778 -10.5711
C -3.9301 -0.5474 -6.0431
H -4.1660 -2.6200 -8.0414
H -5.4555 -2.2899 -6.9014
H -5.6962 -1.9080 -8.5760
H -5.1155 1.5043 -7.2256
H -6.3406 0.2588 -7.1188
H -6.3658 -0.0249 -9.5497
H -6.5192 1.6732 -9.1737
H -4.8759 1.2492 -11.0121
H -4.1990 2.1171 -9.6528
H -3.1853 -1.9974 -10.4361
H -3.9079 -0.9903 -11.6827
H -4.8924 -1.5499 -10.3694
H -1.8888 1.5408 -10.1997
H -2.4542 0.7099 -11.6313
H -1.4202 -0.1408 -10.4846
H -3.1455 -1.2910 -5.8824
H -4.7779 -0.8177 -5.4139
H -3.5702 0.4159 -5.6793
C 6.4530 5.3084 -0.1728
C 5.9815 4.8725 1.2340
C 4.4779 4.5708 1.2017
C 3.6077 5.8234 1.1249
C 3.9777 6.8077 2.2305
C 5.4740 7.1382 2.2704
N 6.3271 5.9163 2.2375
O 6.2845 5.3628 3.4232
C 5.8328 8.0699 1.0952
C 5.7537 7.9910 3.5148
C 6.7403 3.5658 1.4952
H 7.3878 5.8681 -0.1202
H 6.6389 4.4422 -0.8089
H 5.7181 5.9084 -0.7069
H 4.1950 4.0086 2.0992
H 4.2509 3.9221 0.3513
H 3.7010 6.2975 0.1440
H 2.5567 5.5419 1.2250
H 3.3994 7.7257 2.1059
H 3.6689 6.3797 3.1902
H 6.9114 8.2245 1.0342
H 5.3713 9.0488 1.2304
H 5.4839 7.7145 0.1285
H 5.4429 7.4995 4.4362
H 5.2025 8.9299 3.4584
H 6.8154 8.2317 3.5945
H 7.8185 3.7337 1.5270
H 6.5393 2.8484 0.6983
H 6.4397 3.0859 2.4273
*
```

Values from the calculation:
**HOMO-LUMO gap (spin up / spin down)**: 5.9652 / 6.7240 eV
**Expectation value of S²**: 3.762
**Lowest unoccupied orbital energy (spin up / spin down)**: -4.0 / -4.0 eV

Atom charges from the Mulliken analysis, given in e for atoms 1 to 5: number 1, C, carries 0.23; number 2, C, carries -1.18; number 3, C, carries 0.48; number 4, C, carries -0.88; number 5, N, carries 1.14